1.
# C4H6O2

One molecule with the formula C4H6O2 (the ωB97M-V functional and the def2-TZVPD basis, the Open Molecules 2025 dataset).

```
12
Properties=species:S:1:pos:R:3:forces:R:3:nbo_charge:R:1
O -1.39097 0.27598 1.72934 0.1 0.1 -0.6 -0.510
C -0.81547 0.21942 0.67241 -0.4 0.1 0.3 0.579
C -0.52139 -0.99182 -0.19587 0.0 -0.1 0.1 -0.542
C 0.96525 -0.65992 -0.28196 0.2 -0.3 0.0 -0.063
O 0.98612 0.67525 -0.76446 0.0 0.1 0.0 -0.518
C -0.03147 1.34063 -0.02989 -0.3 0.2 0.1 -0.194
H -1.03021 -0.87128 -1.16336 0.3 -0.1 0.1 0.230
H -0.75880 -1.95538 0.25241 0.0 0.2 0.1 0.236
H 1.31634 -0.65742 0.76551 0.4 -0.3 -0.3 0.164
H 1.60885 -1.28333 -0.90054 -0.2 0.0 0.0 0.207
H -0.72646 1.81912 -0.72834 0.1 0.2 0.1 0.205
H 0.39820 2.08875 0.64474 -0.2 -0.2 0.1 0.206
```
Forces are in eV/Å.

Strongest force on any atom = 0.01224 Eh/bohr
SMILES = O=C1CCOC1
Orbital gap = 0.391 Ha


2.
# C4H6O2

One molecule with the formula C4H6O2 (the ωB97M-V functional and the def2-TZVPD basis, the Open Molecules 2025 dataset).

```
12
Properties=species:S:1:pos:R:3:forces:R:3:nbo_charge:R:1
O -0.53032 1.89397 0.36206 0.0 0.1 -0.2 -0.698
C -0.02576 0.63502 0.68799 0.1 -0.2 0.2 0.090
C -0.86759 -0.63349 0.29846 -0.1 0.0 0.0 -0.451
C 0.28538 -1.04914 -0.60420 -0.1 -0.4 0.0 0.050
O 0.50346 0.02986 -1.51584 0.0 0.0 -0.1 -0.500
C 1.09390 0.10598 -0.21643 0.3 0.2 0.1 0.007
H -0.61608 1.90176 -0.60315 0.0 0.1 0.1 0.475
H 0.23417 0.65284 1.74880 0.0 0.0 -0.1 0.185
H -1.02541 -1.30682 1.14498 0.0 0.1 -0.1 0.216
H -1.81841 -0.44265 -0.20636 0.1 0.0 0.0 0.217
H 0.59766 -2.03658 -0.92673 -0.1 0.2 0.1 0.204
H 2.16900 0.24926 -0.16959 -0.2 0.0 0.0 0.204
```
Forces are in eV/Å.

Strongest force on any atom = 0.00728 Eh/bohr
SMILES = O[C@H]1C[C@H]2O[C@@H]12
Orbital gap = 0.405 Ha


3.
# C4H6O2

A 2-piece molecular cluster, C4H6O2 overall (the ωB97M-V functional and the def2-TZVPD basis, the Open Molecules 2025 dataset).

```
12
Properties=species:S:1:pos:R:3:forces:R:3:nbo_charge:R:1
O 2.04181 -0.57499 1.44202 0.0 0.3 -0.4 -0.465
C 1.93986 0.01477 0.44530 -0.2 -0.6 0.8 0.724
C 1.90706 0.63152 -0.70324 0.4 0.2 0.3 -0.800
C -0.83435 -0.71407 0.29490 0.3 0.1 0.0 -0.133
C -1.94019 0.19463 -0.02607 -0.1 0.3 0.0 -0.118
O -2.14532 -1.19783 0.11689 -0.4 -0.3 0.0 -0.484
H 2.92855 0.86240 -0.96075 0.0 0.3 -0.7 0.269
H -0.12147 -0.99790 -0.48140 -0.3 0.0 0.1 0.186
H 1.02123 1.04638 -1.15701 0.2 -0.1 0.0 0.270
H -0.44002 -0.75040 1.30800 -0.2 0.0 -0.1 0.190
H -2.39339 0.81132 0.74959 0.2 -0.1 0.0 0.183
H -2.05961 0.58313 -1.03555 0.1 -0.1 0.1 0.178
```
Forces are in eV/Å.

Strongest force on any atom = 0.01957 Eh/bohr
SMILES = C1CO1.C=C=O
Orbital gap = 0.382 Ha